# C8H22N5

C8H22N5 as an isolated structure in a non-equilibrium geometry (ωB97M-V/def2-TZVPD, the OMol25 dataset).

**HOMO energy**: -12.66 eV
**M**: 188.30 g/mol
**LUMO**: -2.55 eV

Geometry as ORCA input:
```
! RIJCOSX wB97M-V def2-TZVPD def2/J DEFGRID3
* xyz 1 1
C 0.15 -0.36 -0.64
C 0.15 -0.61 0.80
C 2.68 -0.58 -1.29
C -1.12 -0.61 2.98
C -1.99 -1.19 -1.60
C -0.75 0.75 -2.44
C 0.41 2.89 1.32
C 1.25 -1.14 -1.47
N 0.67 0.68 0.27
N 1.19 -1.41 1.34
N -1.13 -0.32 1.48
N -1.08 -0.03 -1.28
N -0.18 1.73 0.71
H 2.53 0.43 -1.13
H 3.03 -0.73 -2.29
H 3.14 -1.10 -0.43
H -0.22 -0.38 3.53
H -2.07 -0.16 3.29
H -1.26 -1.77 3.29
H -2.79 -0.69 -1.90
H -1.38 -1.78 -2.36
H -2.06 -1.66 -0.63
H -1.70 1.34 -2.75
H -0.15 1.61 -2.12
H -0.39 0.09 -3.35
H 1.27 3.15 0.68
H -0.38 3.77 1.57
H 0.90 2.42 2.19
H 1.09 -2.20 -1.09
H 1.09 -1.22 -2.58
H 1.90 -1.02 1.94
H 0.88 -2.28 1.72
H -1.87 -0.63 0.86
H -1.03 0.89 1.35
H -0.77 2.12 0.02
*
```

# C8H22NO12PS2Si2

C8H22NO12PS2Si2 as an isolated structure in a non-equilibrium geometry (ωB97M-V/def2-TZVPD, the OMol25 dataset).

**HOMO energy**: -7.69 eV
**M**: 475.54 g/mol
**LUMO**: 0.19 eV

Geometry as ORCA input:
```
! RIJCOSX wB97M-V def2-TZVPD def2/J DEFGRID3
* xyz 0 1
C 0.40 -0.07 2.49
C 1.76 -0.50 3.09
O 2.16 -0.06 4.12
N 2.54 -1.50 2.37
C 3.40 -2.22 3.33
Si 3.54 -0.64 1.14
C 2.69 -0.93 -0.53
O 3.60 0.99 1.63
Si 3.13 2.12 0.44
P 3.26 4.25 1.09
O 1.75 5.00 1.07
O 3.97 4.40 2.61
H 0.57 0.76 1.76
H -0.25 0.32 3.30
H -0.12 -0.91 1.98
H 4.24 -1.61 3.75
H 2.81 -2.56 4.21
H 3.79 -3.16 2.86
H 4.85 -1.32 1.16
H 1.63 -0.60 -0.43
H 2.64 -2.02 -0.76
H 3.18 -0.45 -1.40
H 1.80 1.76 -0.07
H 4.10 1.99 -0.68
H 1.43 4.90 0.16
H 4.89 4.12 2.46
C -4.11 -2.62 1.20
C -4.40 -2.27 -0.25
O -4.01 -0.90 -0.38
S -2.76 -0.62 0.60
O -1.55 -0.72 -0.15
O -3.07 0.51 1.40
O -2.89 -1.95 1.51
H -4.89 -2.24 1.86
H -4.00 -3.69 1.35
H -5.45 -2.39 -0.50
H -3.79 -2.86 -0.93
C -1.70 1.51 -4.58
C -3.14 1.23 -4.97
O -3.36 -0.14 -4.63
S -2.46 -0.52 -3.34
O -3.29 -0.43 -2.17
O -1.70 -1.67 -3.65
O -1.50 0.78 -3.37
H -1.01 1.12 -5.33
H -1.51 2.57 -4.42
H -3.33 1.41 -6.02
H -3.83 1.84 -4.37
*
```

# C8H23FN7O14

A 8-piece molecular cluster, C8H23FN7O14 overall in a non-equilibrium geometry (ωB97M-V/def2-TZVPD, the OMol25 dataset).

**HOMO energy**: -1.10 eV
**M**: 460.31 g/mol
**LUMO**: 1.56 eV

Geometry as ORCA input:
```
! RIJCOSX wB97M-V def2-TZVPD def2/J DEFGRID3
* xyz -1 1
C -3.56 -0.30 0.54
F -3.12 -1.12 1.68
H -4.69 -0.28 0.57
H -3.25 0.76 0.72
C -0.26 -1.87 -0.68
N 0.26 -0.49 -0.53
O -0.57 0.37 -0.45
O 1.47 -0.34 -0.48
H -1.34 -1.83 -0.70
H 0.13 -2.27 -1.61
H 0.09 -2.45 0.17
C -2.40 -3.72 3.89
N -2.50 -4.54 2.66
O -3.40 -5.35 2.60
O -1.68 -4.35 1.80
H -3.20 -4.00 4.58
H -1.42 -3.91 4.33
H -2.49 -2.67 3.59
C -5.85 -3.74 7.29
N -4.54 -3.60 6.61
O -4.00 -4.62 6.21
O -4.10 -2.49 6.48
H -6.11 -4.79 7.33
H -5.73 -3.33 8.30
H -6.58 -3.17 6.72
C -3.86 -4.68 -2.54
N -3.34 -3.29 -2.43
O -4.14 -2.40 -2.40
O -2.13 -3.16 -2.39
H -4.94 -4.64 -2.57
H -3.46 -5.11 -3.46
H -3.52 -5.23 -1.67
C 2.73 1.76 -2.30
N 3.85 1.92 -3.27
O 4.49 2.96 -3.25
O 4.07 1.00 -4.02
H 2.66 2.66 -1.70
H 1.83 1.61 -2.88
H 2.96 0.90 -1.68
C 3.54 5.73 -1.51
N 2.18 6.09 -1.02
O 1.24 5.69 -1.67
O 2.11 6.75 -0.02
H 3.45 5.14 -2.41
H 4.07 6.65 -1.70
H 4.02 5.16 -0.72
C 7.52 5.09 -4.16
N 7.00 6.05 -3.15
O 7.79 6.51 -2.36
O 5.82 6.30 -3.20
H 8.58 4.96 -4.00
H 6.99 4.15 -4.02
H 7.32 5.51 -5.14
*
```

# C8H23N2O3Si

A 2-piece molecular cluster, C8H23N2O3Si overall in a non-equilibrium geometry (ωB97M-V/def2-TZVPD, the OMol25 dataset).

**HOMO energy**: -12.83 eV
**M**: 223.37 g/mol
**LUMO**: -2.32 eV

Geometry as ORCA input:
```
! RIJCOSX wB97M-V def2-TZVPD def2/J DEFGRID3
* xyz 1 1
C 1.46 -3.87 -1.16
C -1.22 3.09 -1.61
C -2.58 2.03 -3.19
C 0.38 -1.21 3.81
C 2.77 1.31 1.35
C 1.63 -2.35 -0.65
C 0.77 -2.17 0.54
C -2.86 1.48 -0.86
N -2.78 1.61 0.47
N -2.21 2.06 -1.80
O -0.06 -0.62 2.63
O 2.40 -0.03 1.38
O -0.25 0.77 0.44
Si 0.32 -0.50 1.06
H 0.44 -4.14 -1.33
H 2.15 -3.98 -2.10
H 1.78 -4.59 -0.51
H -1.04 3.12 -0.46
H -0.28 2.88 -2.22
H -1.61 4.08 -1.95
H -1.72 2.27 -3.75
H -3.09 1.20 -3.65
H -3.36 2.80 -3.45
H 0.96 -0.48 4.29
H 0.99 -2.06 3.55
H -0.51 -1.50 4.33
H 2.03 2.01 1.85
H 2.60 1.66 0.32
H 3.74 1.39 1.72
H 2.63 -2.27 -0.53
H 1.40 -1.81 -1.56
H 1.16 -2.74 1.39
H -0.19 -2.66 0.38
H -3.63 0.81 -1.37
H -1.93 2.01 0.80
H -3.17 0.94 1.06
H 2.85 -0.53 0.77
*
```